No. 1
11
Properties=species:S:1:pos:R:3:forces:R:3:lowdin_charge:R:1 method="wB97M-V/def2-TZVPD" homo_energy_ha=-0.348 molar_mass_g_mol=74.083 e_lumo_ha=0.03460 total_charge=0 multiplicity=1 e_above_lowest_kcal_mol=72.16 homo_lumo_gap_ev=10.42
H -2.69187 -0.55199 0.49177 0.64 -0.26 -0.26 0.05
N -1.71947 -0.58391 0.14511 -1.34 0.10 -0.01 0.10
C -0.94285 -0.22450 1.06242 0.84 0.32 0.64 -0.32
N 0.39848 0.01017 0.85708 0.28 -0.23 -0.27 -0.04
O 0.95090 -0.59752 -0.26629 0.05 -0.32 0.23 -0.18
C 1.00747 0.33682 -1.31318 0.10 0.73 -0.53 -0.12
H -1.14181 0.02034 2.11097 -0.57 0.00 -0.05 0.12
H 1.00893 -0.16236 1.63845 0.00 -0.04 0.20 0.13
H 1.47756 1.25874 -0.95468 0.03 -0.03 -0.08 0.08
H -0.00071 0.59462 -1.68468 0.42 -0.32 -0.01 0.08
H 1.65336 -0.10041 -2.08696 -0.43 0.06 0.13 0.09

No. 2
168
Properties=species:S:1:pos:R:3:forces:R:3:lowdin_charge:R:1 method="wB97M-V/def2-TZVPD" homo_energy_ha=-0.341 molar_mass_g_mol=1119.094 e_lumo_ha=0.01334 total_charge=0 multiplicity=1 e_above_lowest_kcal_mol=24.16 homo_lumo_gap_ev=9.64
C -0.62123 3.01977 -1.79730 -0.31 0.15 -0.20 -0.06
O 0.69785 3.28471 -2.30817 0.86 -0.22 0.07 -0.23
P 1.26499 2.40250 -3.50245 -0.12 0.55 -0.35 0.38
O 1.05243 0.95902 -3.38163 -0.45 0.17 -0.37 -0.22
O 0.59838 3.08653 -4.80214 0.12 -1.35 0.22 -0.20
C 0.94450 4.36161 -5.28023 0.68 1.48 0.64 -0.11
O 2.79149 2.81942 -3.59228 -0.14 0.15 0.72 -0.23
C 3.57695 2.35694 -4.70194 -0.40 0.33 -0.46 -0.07
H -1.07476 2.20484 -2.36065 -0.19 0.03 0.09 0.08
H -1.19178 3.94128 -1.90022 -0.09 -0.07 -0.17 0.10
H -0.61828 2.78252 -0.73454 0.42 -0.12 -0.04 0.07
H 1.64024 4.36069 -6.12202 -0.46 -0.53 -0.33 0.09
H 1.49500 4.96920 -4.54768 -0.21 -0.31 0.29 0.07
H 0.03836 4.92866 -5.48260 -0.04 -0.23 -0.36 0.10
H 2.97671 1.71253 -5.34510 0.12 -0.10 -0.01 0.09
H 4.47071 1.83035 -4.38084 -0.12 -0.01 0.34 0.09
H 3.85947 3.24864 -5.26221 0.14 -0.11 -0.07 0.09
C -5.50375 -2.63471 -3.66317 -0.77 0.67 -0.45 -0.07
O -5.31501 -1.26550 -3.22980 0.43 -0.25 -0.42 -0.25
P -4.08269 -0.45429 -3.84968 0.23 0.41 0.96 0.38
O -3.70130 -0.76143 -5.22864 -0.06 -0.37 0.27 -0.21
O -2.96345 -0.60480 -2.70041 -0.97 -0.22 -0.83 -0.22
C -1.70855 -1.18770 -2.99929 1.77 0.07 -0.79 -0.11
O -4.53843 1.03599 -3.58393 0.24 0.02 0.35 -0.22
C -5.55848 1.66091 -4.36714 -0.17 -0.13 -0.14 -0.07
H -6.16473 -2.58549 -4.53038 0.11 -0.22 -0.05 0.09
H -6.04567 -3.13836 -2.86790 0.34 -0.17 0.11 0.08
H -4.57587 -3.11264 -3.96757 0.05 -0.09 0.28 0.09
H -1.62055 -1.66668 -3.97914 -0.66 0.19 -0.10 0.09
H -1.37075 -1.96124 -2.30545 -0.62 0.26 0.52 0.08
H -0.96528 -0.38819 -3.02605 0.09 -0.09 0.21 0.06
H -5.21478 2.64902 -4.65855 0.12 -0.01 0.00 0.09
H -6.45917 1.76353 -3.76547 -0.01 -0.04 0.05 0.08
H -5.78302 1.07641 -5.25790 0.03 0.02 -0.06 0.09
C -5.00240 2.38513 0.14718 0.46 0.27 -0.74 -0.10
O -5.74810 2.13246 1.33331 -0.34 -0.40 -0.15 -0.20
P -7.21924 1.52236 1.08041 -0.28 0.33 -0.09 0.40
O -8.21517 2.51044 0.63136 0.55 -0.70 0.39 -0.23
O -7.51363 0.80208 2.45940 0.09 0.17 -0.94 -0.20
C -6.60502 -0.17992 2.98169 -0.09 0.83 1.61 -0.08
O -6.99931 0.30455 0.04879 0.05 0.69 0.58 -0.24
C -7.33821 0.49190 -1.33513 0.02 -0.44 -0.18 -0.09
H -4.04204 2.85127 0.36740 -0.05 -0.22 0.52 0.07
H -5.49931 3.08851 -0.52853 -0.33 -0.12 0.13 0.10
H -4.82276 1.45251 -0.39140 0.06 0.02 0.00 0.08
H -5.73410 -0.36827 2.36237 -0.28 -0.29 -0.32 0.06
H -7.18962 -1.03459 3.31509 0.13 -0.32 -0.69 0.10
H -6.24385 0.25253 3.92287 0.22 -0.02 -0.19 0.10
H -7.71674 1.49255 -1.53586 -0.08 -0.03 0.15 0.08
H -8.08906 -0.26123 -1.57485 -0.08 0.16 -0.09 0.10
H -6.45207 0.28581 -1.93092 0.00 0.07 0.09 0.05
C 0.42740 -5.39793 2.94784 0.28 -0.81 0.51 -0.10
O 1.28244 -4.38561 2.42254 0.47 0.31 -0.74 -0.22
P 2.35427 -4.69085 1.27936 -0.04 -0.62 -0.63 0.39
O 2.72707 -6.10921 1.12007 -0.13 0.63 0.39 -0.23
O 1.70827 -4.11225 -0.07506 -0.04 0.50 0.74 -0.23
C 0.53435 -4.77540 -0.54163 -0.06 -1.19 -0.23 -0.09
O 3.51652 -3.65363 1.59792 -1.11 -0.08 -0.13 -0.20
C 4.65558 -3.63185 0.74981 1.60 -1.09 -0.23 -0.10
H 0.80613 -5.62340 3.94438 -0.41 0.12 0.18 0.09
H 0.45178 -6.35370 2.41984 0.31 0.26 -0.39 0.09
H -0.60663 -5.06133 2.95090 0.11 0.33 0.14 0.08
H 0.04568 -5.40359 0.20855 0.10 0.32 0.32 0.08
H 0.84345 -5.50456 -1.29263 -0.09 0.26 -0.31 0.09
H -0.22281 -4.09347 -0.91750 0.29 0.33 -0.03 0.07
H 4.92795 -2.65030 0.37219 -0.60 0.23 0.16 0.09
H 4.62818 -4.34069 -0.08143 -0.70 0.22 -0.16 0.09
H 5.50944 -4.03157 1.30539 -0.10 0.34 0.37 0.09
C 3.51013 5.10734 -0.78835 -0.60 -1.52 0.41 -0.17
C 2.98633 5.60567 -2.10743 1.04 1.52 -0.54 -0.19
C 3.26400 7.11853 -1.92674 -0.32 -0.91 0.00 -0.19
O 3.05350 7.37006 -0.54183 -0.39 0.69 0.38 -0.14
C 3.05046 6.16613 0.22645 0.36 -0.72 -1.27 -0.17
H 4.59474 4.98658 -0.79593 0.05 0.34 -0.11 0.12
H 3.12476 4.09591 -0.60821 -0.07 0.18 0.37 0.09
H 1.92618 5.47012 -2.30954 -0.08 -0.26 0.48 0.09
H 3.52691 5.21915 -2.97100 0.05 -0.12 0.07 0.10
H 2.55848 7.65389 -2.56505 0.14 0.55 0.33 0.11
H 4.29603 7.40424 -2.14001 0.00 -0.08 -0.40 0.12
H 2.03859 5.94675 0.57475 0.05 0.10 0.20 0.10
H 3.75987 6.21263 1.05111 -0.20 0.33 0.16 0.12
C 5.34759 0.26743 3.37135 -0.54 -0.41 -0.48 -0.16
C 6.61953 -0.57067 3.41672 -0.34 -0.32 0.75 -0.16
C 6.34347 -1.38347 4.68086 0.40 0.00 0.42 -0.22
O 4.96685 -1.71424 4.64632 -0.15 -0.17 -0.04 -0.13
C 4.28084 -0.72115 3.89921 0.54 0.89 -0.29 -0.20
H 5.02919 0.56684 2.37144 0.28 0.23 0.01 0.11
H 5.39588 1.14792 4.01152 0.21 0.00 -0.01 0.11
H 7.53590 0.00637 3.51494 0.07 -0.04 -0.27 0.11
H 6.65957 -1.30060 2.60634 0.15 0.34 -0.29 0.11
H 6.55633 -0.79980 5.58841 0.03 0.07 -0.08 0.12
H 6.92554 -2.30534 4.74796 -0.10 -0.01 -0.07 0.12
H 3.60063 -0.14377 4.52981 -0.32 -0.40 -0.04 0.10
H 3.77699 -1.17385 3.04287 -0.25 -0.14 0.27 0.10
C -5.04008 -2.77941 0.25558 0.76 0.45 -0.79 -0.14
C -4.55973 -3.15426 1.63689 0.13 0.52 1.53 -0.15
C -3.09836 -3.68878 1.51839 -1.31 -0.16 -0.61 -0.18
O -2.81948 -3.62924 0.11447 0.23 -0.82 0.57 -0.14
C -3.71668 -2.70572 -0.47140 0.84 0.48 -0.87 -0.23
H -5.46095 -1.77640 0.17306 -0.47 -0.19 0.29 0.10
H -5.69739 -3.50029 -0.22936 -0.07 -0.11 0.29 0.11
H -5.26154 -3.81265 2.14894 0.27 -0.27 -0.02 0.11
H -4.47760 -2.27427 2.28309 -0.34 0.10 -0.14 0.09
H -3.08190 -4.71007 1.90245 0.42 -0.14 -0.37 0.11
H -2.38180 -3.08823 2.08315 -0.03 0.11 -0.01 0.09
H -3.75742 -2.91711 -1.54167 -0.09 -0.15 0.10 0.10
H -3.26522 -1.70801 -0.39223 -0.26 0.05 0.06 0.10
C 1.11976 -1.66932 4.81109 1.41 0.48 -1.54 -0.21
C -0.07521 -2.51820 5.04553 -1.16 -0.38 0.78 -0.17
C -0.66474 -1.83239 6.29018 -0.04 -0.39 -0.13 -0.19
O 0.44399 -1.20508 6.94677 0.28 0.33 0.45 -0.13
C 1.65236 -1.43634 6.20848 -0.47 -1.61 -0.64 -0.19
H 0.91602 -0.70317 4.33718 -0.47 -0.04 0.09 0.12
H 1.80350 -2.16898 4.11855 0.28 -0.01 0.35 0.10
H 0.20439 -3.54147 5.31642 0.33 0.11 0.08 0.11
H -0.78863 -2.66813 4.23321 0.04 0.54 -0.14 0.10
H -1.15087 -2.56123 6.94435 0.21 0.05 0.23 0.11
H -1.42935 -1.08906 6.05120 0.19 0.21 -0.12 0.11
H 2.12563 -2.38676 6.49634 -0.09 0.07 0.46 0.13
H 2.43985 -0.69456 6.30058 -0.56 0.58 0.26 0.11
C -2.11856 0.13330 1.39801 0.06 1.02 0.13 -0.09
O -0.73273 0.08618 1.66664 -0.32 -0.33 -0.73 -0.16
C -0.11666 -0.91076 0.86999 0.97 -0.43 0.80 -0.19
C 1.36806 -0.93117 1.20378 0.67 0.34 0.04 -0.17
O 2.05564 0.30118 1.02447 -0.30 0.09 -0.10 -0.18
C 1.92750 0.84050 -0.26629 0.98 0.93 0.06 -0.11
H -2.51605 0.95460 1.99729 -0.12 -0.18 0.16 0.09
H -2.64074 -0.79801 1.63114 0.09 -0.09 0.05 0.07
H -2.31681 0.41817 0.35702 0.06 -0.27 -0.15 0.08
H -0.25733 -0.80375 -0.21079 -0.34 0.34 0.02 0.12
H -0.49359 -1.89832 1.16924 -0.13 -0.09 -0.20 0.12
H 1.91011 -1.68637 0.62465 -0.40 -0.22 -0.07 0.11
H 1.52551 -1.13237 2.26173 -0.25 -0.25 -0.06 0.09
H 2.46024 0.29151 -1.05095 -0.54 -0.64 0.02 0.09
H 2.49856 1.77634 -0.25845 -0.26 0.17 0.21 0.08
H 0.89690 1.09035 -0.51439 -0.04 -0.27 -0.22 0.07
C -2.83702 5.64314 0.96732 0.32 -0.31 0.58 -0.09
O -1.86224 4.63058 1.16046 -0.09 -0.12 -0.42 -0.21
C -0.74014 5.09556 1.87191 -0.18 0.37 1.20 -0.21
C 0.17255 3.91836 2.14588 -0.14 0.03 0.15 -0.21
O 1.15960 4.24878 3.10759 -0.13 0.02 -0.51 -0.18
C 2.01714 3.13360 3.28322 0.18 0.54 1.15 -0.10
H -3.11546 6.09027 1.92707 0.16 0.17 0.05 0.09
H -3.74457 5.17003 0.60250 0.11 0.06 -0.44 0.07
H -2.42706 6.40832 0.30827 -0.32 0.16 -0.19 0.09
H -1.09128 5.49699 2.83479 0.10 -0.08 0.08 0.13
H -0.22747 5.94620 1.40493 0.02 -0.22 -0.45 0.12
H 0.62356 3.58987 1.20167 0.17 -0.14 0.02 0.11
H -0.42408 3.09780 2.55460 -0.17 -0.14 -0.25 0.13
H 2.46810 2.86430 2.33001 0.05 -0.46 0.08 0.08
H 1.51493 2.32070 3.81986 -0.33 -0.33 -0.74 0.09
H 2.76838 3.41296 4.02706 0.26 0.35 -0.43 0.09
C 5.43408 -2.78794 -2.84671 0.58 -0.43 0.24 -0.12
O 4.22784 -2.15725 -2.49707 -0.22 -0.03 0.00 -0.18
C 3.36004 -1.87282 -3.56615 -1.00 -0.76 -0.33 -0.19
C 2.68974 -3.11914 -4.14342 0.57 -0.23 -0.51 -0.19
O 3.63607 -3.75907 -5.00162 -0.11 -0.35 0.56 -0.21
C 3.28405 -5.09843 -5.26457 -0.42 0.28 -0.67 -0.12
H 6.10621 -2.59616 -2.00940 0.24 0.21 -0.21 0.08
H 5.84796 -2.44933 -3.80054 0.01 0.40 0.12 0.09
H 5.41104 -3.88029 -2.94683 -0.62 0.01 0.06 0.09
H 3.89861 -1.36778 -4.37137 -0.04 0.21 -0.06 0.13
H 2.53120 -1.27088 -3.19312 0.33 0.44 0.17 0.10
H 1.79809 -2.94525 -4.75823 -0.07 0.58 0.18 0.13
H 2.36014 -3.77287 -3.32580 0.29 -0.09 0.10 0.12
H 3.21317 -5.70400 -4.35758 0.32 -0.06 0.04 0.09
H 3.99769 -5.47486 -5.99466 0.19 -0.23 0.31 0.09
H 2.30434 -5.15901 -5.76161 -0.07 0.10 0.09 0.09